{
  "formula": "C60H167N13O21",
  "method": "ωB97M-V/def2-TZVPD",
  "elements": ["O", "O", "O", "O", "O", "O", "O", "O", "O", "O", "O", "O", "O", "O", "O", "O", "O", "O", "O", "O", "O", "N", "N", "N", "N", "N", "N", "N", "N", "N", "N", "N", "N", "N", "C", "C", "C", "C", "C", "C", "C", "C", "C", "C", "C", "C", "C", "C", "C", "C", "C", "C", "C", "C", "C", "C", "C", "C", "C", "C", "C", "C", "C", "C", "C", "C", "C", "C", "C", "C", "C", "C", "C", "C", "C", "C", "C", "C", "C", "C", "C", "C", "C", "C", "C", "C", "C", "C", "C", "C", "C", "C", "C", "C", "H", "H", "H", "H", "H", "H", "H", "H", "H", "H", "H", "H", "H", "H", "H", "H", "H", "H", "H", "H", "H", "H", "H", "H", "H", "H", "H", "H", "H", "H", "H", "H", "H", "H", "H", "H", "H", "H", "H", "H", "H", "H", "H", "H", "H", "H", "H", "H", "H", "H", "H", "H", "H", "H", "H", "H", "H", "H", "H", "H", "H", "H", "H", "H", "H", "H", "H", "H", "H", "H", "H", "H", "H", "H", "H", "H", "H", "H", "H", "H", "H", "H", "H", "H", "H", "H", "H", "H", "H", "H", "H", "H", "H", "H", "H", "H", "H", "H", "H", "H", "H", "H", "H", "H", "H", "H", "H", "H", "H", "H", "H", "H", "H", "H", "H", "H", "H", "H", "H", "H", "H", "H", "H", "H", "H", "H", "H", "H", "H", "H", "H", "H", "H", "H", "H", "H", "H", "H", "H", "H", "H", "H", "H", "H", "H", "H", "H", "H", "H", "H", "H", "H", "H", "H", "H", "H", "H", "H", "H", "H", "H", "H", "H", "H", "H", "H", "H"],
  "positions_angstrom": [[-2.6887, 3.3522, -0.0427], [-0.5888, -0.9374, 2.7871], [-5.4752, -1.3888, 0.7636], [3.7177, -0.6608, -6.2921], [-4.6781, -2.9166, -1.5863], [6.4886, -2.8169, -0.9255], [-2.6648, 0.1533, -7.0883], [1.4136, 1.8744, -3.9289], [-1.9033, -0.6322, -2.0311], [0.2714, -1.5815, -0.6210], [5.8847, 3.1658, -3.8123], [5.3668, 2.6175, 2.0430], [3.0717, 0.8364, 5.2343], [-0.5893, -4.6074, 4.0252], [-5.8355, 3.5257, 3.6007], [-1.5447, -6.3904, -1.0332], [-2.4110, 0.9904, 6.7185], [2.9879, -4.2664, 4.2699], [0.3298, 2.9371, 3.1367], [2.1582, -2.4698, -2.3045], [3.2096, 0.6832, 2.0744], [-1.9837, 6.3668, -1.8792], [-4.3813, 2.5288, -6.1820], [0.7265, 4.8290, -3.0108], [3.4357, 3.6000, 4.4434], [-3.1504, -2.3665, 3.4336], [5.0141, 4.0987, -0.4308], [0.6722, -5.5564, -3.4838], [1.8183, 1.0547, -8.8477], [2.2021, 3.5834, 0.7670], [-5.7615, 1.1842, 6.4862], [-0.3459, -7.5165, 2.2957], [-4.4881, -1.8911, 6.7608], [5.5533, -5.3574, 0.1926], [5.5835, -2.8999, 0.1420], [0.9321, 2.9094, 0.7053], [-2.7484, -0.2345, 6.2137], [0.4276, -1.5791, 0.8377], [-3.3826, 1.7328, -5.3917], [3.2219, 3.1755, 5.8326], [-1.8099, 1.8127, 5.7637], [2.1556, 4.2569, -4.9556], [-3.6835, 1.7770, -3.9216], [0.7545, 4.1425, -4.2940], [4.5628, 0.4237, 2.3689], [-4.1109, -2.5440, 2.3405], [5.4235, 4.1263, -2.8957], [0.9822, -7.5341, 0.1619], [2.3837, 1.8532, 5.9217], [-7.1490, 1.1952, 4.3903], [0.2188, -3.3396, -4.4846], [-2.7630, -1.4827, -1.3815], [-6.1987, -0.1884, 0.4377], [0.5763, -0.1776, -7.1689], [-3.7544, -2.1294, -2.3511], [-2.3580, 5.5262, -0.7375], [0.6099, -3.8772, 3.8295], [6.2959, 3.7228, -5.0397], [-0.4243, 4.1679, 2.9549], [3.5466, -4.0168, 0.8346], [1.6699, -4.4200, 4.8239], [-4.8116, 3.0761, 2.6737], [7.1823, -1.5448, -1.0022], [5.4414, 1.3542, 1.5442], [-5.8290, 1.6790, 5.0984], [1.8310, 0.5592, -7.4907], [5.1607, 3.2872, -1.6645], [2.4866, 4.3683, 6.4959], [-3.4073, -1.0620, 7.3130], [-2.4068, -1.9733, 8.0300], [-1.9291, -5.0177, -0.9199], [-2.7438, 4.1625, -1.2395], [4.2361, 0.4118, -5.5619], [2.3916, -0.4016, 5.4680], [1.7324, -3.8177, -2.3616], [0.3050, 2.6896, -4.3102], [-1.5076, -7.0856, 0.1683], [0.2895, 2.1861, 1.9074], [-4.6968, -1.2369, 1.9336], [-0.7735, -0.8991, 1.4002], [4.7638, -4.1560, -0.0248], [0.9320, 0.6475, -3.5891], [1.1936, -4.2250, -3.7187], [-0.1882, -6.8919, 0.9685], [-3.2805, 0.2613, -5.8174], [-3.0094, 1.9821, -0.2964], [-5.2116, -3.5356, 2.6897], [-2.7587, -1.0973, -7.6944], [3.1126, -0.3633, -7.5468], [0.9854, 1.9894, -0.4529], [3.2112, -2.2252, -3.2296], [-5.5766, 3.1616, 4.9187], [3.9753, 2.3833, -1.8574], [-3.4015, 6.2369, 0.2412], [-3.0853, 7.2547, 0.5032], [2.8213, -2.1824, -4.2909], [-6.3830, -0.2181, -0.6053], [2.1188, 3.6089, -5.9193], [7.2545, 4.2686, -4.9095], [-1.4814, 5.4025, -0.0945], [-4.5024, -2.7687, 7.2333], [6.4696, 0.8703, 1.5684], [-3.7228, -2.3145, 4.3472], [0.9243, 1.5579, -9.0684], [2.0123, 1.3774, -6.8410], [-4.0762, 2.5022, -7.1217], [1.1693, -1.6063, -0.9904], [1.4619, 4.4276, 6.0779], [-1.8403, 3.7814, -1.8400], [0.0437, 4.6395, -4.9402], [-0.6828, -3.3463, -3.8927], [4.1958, 3.1106, 6.3171], [-5.2544, 2.0150, -6.1987], [2.9340, 3.8496, -4.2993], [-0.0025, 2.4176, -5.3470], [-2.3098, -0.9349, -8.6861], [-1.8289, 2.7918, 6.2215], [-2.3745, 1.7826, 4.8447], [-2.4348, 2.1912, -5.5338], [4.0537, 4.3250, -0.2690], [7.8734, -1.7063, -1.8321], [-5.0604, 1.1592, 4.5654], [-7.0490, 1.4477, 3.3496], [4.5284, 4.6302, -3.2870], [-5.5933, 0.7241, 0.5886], [-3.9271, 1.8083, -0.8590], [-4.8183, -4.5926, 2.7109], [1.4641, -5.4488, 5.0810], [-1.2144, -4.5258, -0.2563], [-1.5904, 7.2328, -1.5398], [-0.7531, 1.9630, 1.5900], [-5.0694, 3.4351, 1.6709], [2.3731, 5.2824, -5.1570], [-2.9661, -4.8639, -0.6012], [-0.0404, 1.6679, -0.5719], [5.1735, 1.2145, 0.4623], [-4.6818, 1.4361, -3.6191], [0.0699, -5.8089, 1.1106], [4.9803, -1.9430, 0.0154], [3.0402, -4.5395, 3.3654], [3.0623, 2.9718, -1.9089], [4.7611, -0.0276, -4.7621], [1.9113, -7.5512, 0.7648], [6.4471, -0.7589, -1.3502], [3.9028, 0.1774, -8.0416], [0.9208, -3.8930, -1.6489], [-0.2925, 0.4901, -7.0985], [5.6649, -5.4243, 1.2226], [1.6368, 1.1045, -0.2354], [-0.7750, 1.5927, 5.5194], [-3.7098, 4.1369, -1.7627], [1.3738, 2.4689, -1.3769], [4.1228, 3.0252, 3.9916], [0.4982, -2.8174, 3.8120], [-3.7649, -0.3735, 8.0306], [-3.8606, -0.5468, 1.7143], [0.5374, -2.2852, -4.6997], [-1.4727, 3.8803, 2.7788], [-1.5052, -8.1675, -0.0240], [0.2907, 0.7162, -2.6849], [2.3801, 4.0575, 1.6550], [1.7308, -3.8036, 5.7725], [0.0336, 4.7753, 2.1354], [-3.5695, -2.9288, 1.4270], [-3.8203, -1.3141, -7.8333], [-1.8518, -0.7588, 5.8508], [-2.1466, -2.2271, -0.8704], [-2.7789, 6.5963, -2.4417], [-3.7929, 3.4007, 2.9778], [0.3932, -0.8412, -7.9614], [-5.2341, -0.8451, 2.7847], [-7.9815, 1.8449, 4.6641], [4.7300, 0.6698, 3.4316], [0.7961, -0.7406, -6.2537], [-1.6537, -1.4535, 1.0273], [1.0155, -4.1368, 2.8092], [-4.9071, 1.4491, 6.9852], [2.6175, -4.3933, -2.1736], [6.1296, 4.8858, -2.5850], [-0.1552, 5.3499, -2.8977], [-4.1877, -1.2841, -2.9682], [0.5451, -6.0583, -4.3572], [2.9349, 2.8492, 0.8471], [2.5044, 1.8068, -9.0304], [4.9168, 1.1140, -6.1054], [-4.4115, 6.4529, -0.1980], [-6.5378, 1.5155, 7.0562], [3.7672, 1.6607, -1.0478], [2.3876, 4.3741, 7.6168], [-5.3838, -1.3767, 6.8640], [3.0259, -4.9985, 0.9894], [1.3875, 1.9013, 5.5124], [2.7725, 0.6777, 2.9639], [0.4922, -2.6291, 1.1982], [2.2980, 1.6728, 7.0035], [2.8249, -3.2694, 0.4008], [-4.8273, 2.0100, 2.5602], [3.9480, -3.0142, -3.2063], [-1.0203, -0.7455, -1.6194], [-3.4574, 5.6883, 1.1753], [-5.1397, -2.3436, -0.9487], [6.1162, -2.9455, 1.0947], [2.6940, -0.8409, 6.3904], [2.8789, -1.3173, -8.0601], [1.3425, -1.0558, 1.1103], [-4.2894, -0.2107, -5.8123], [1.7821, 0.0016, -3.4859], [6.0372, 2.7562, -1.4589], [-2.9207, -2.5302, 8.8071], [-2.2020, 1.5758, -0.9305], [0.4466, -7.5488, 2.9270], [1.2032, -7.0554, -0.7996], [2.5363, 3.4880, 3.9706], [5.2332, 3.2382, 1.3024], [4.8460, -0.6042, 2.1286], [-3.0601, 1.5130, 0.6743], [2.7092, -1.0223, 4.6454], [0.0563, -3.8853, -5.3897], [-1.5458, -1.3767, 8.3364], [-2.5748, -3.2153, 3.5182], [-0.8577, 0.1739, 1.0683], [-2.6739, -0.1816, -5.0351], [-0.4989, 2.5192, -3.6776], [-4.5242, 3.3709, 5.2681], [6.5287, 2.9141, -5.6615], [-0.1690, -5.5204, -2.9198], [-3.1633, -2.7861, -2.9574], [0.2220, 3.6708, 0.4353], [-2.2772, -1.8708, -7.0660], [-6.2836, 3.7146, 5.5466], [-3.4001, -1.0428, -0.6199], [0.6392, -8.5412, -0.0435], [-1.8528, -4.6018, -1.9189], [5.5724, 4.9820, -0.4541], [-1.4185, -1.1332, 3.2088], [2.0930, -4.3453, -4.3553], [-0.3371, -5.5496, 3.9228], [-3.3766, -0.1063, 5.3086], [0.9220, 4.2331, -2.2013], [-2.3426, -6.7290, 0.7835], [3.3921, 1.0268, -5.1757], [-3.5433, 2.7966, -3.5563], [-0.8143, -8.4021, 2.2962], [-7.3934, 0.1359, 4.6216], [-7.0769, -0.0239, 1.0662], [7.6581, -1.3334, -0.0376], [6.4225, -5.3033, -0.2909], [4.4377, -4.0667, -1.0709], [3.7213, -1.2969, -2.8931], [3.0477, 5.1691, 5.9889], [0.3411, 0.2277, -4.4002], [-2.0307, -2.7016, 7.3197], [3.8105, -3.5223, 1.7974], [-2.9768, 1.1772, -3.2567], [-5.5821, -3.2479, 3.6744], [0.8032, 1.2527, 2.1561], [1.2966, -0.3178, 5.4587], [5.5872, 4.3803, -5.5038], [4.0769, 1.8167, -2.7927], [-0.4065, 4.6706, 3.9241], [-6.0971, -3.5848, 2.0297]],
  "mulliken_charge": [0.25, 0.94, -0.37, -0.27, -0.65, -0.45, -0.36, 1.77, 1.36, 1.89, -0.21, -0.70, -0.39, -0.69, -0.52, -0.40, -0.61, -0.56, 0.14, 0.32, 0.83, -0.48, -0.82, -0.38, -0.63, 0.14, -0.48, -0.56, -0.77, 0.01, -0.45, -0.60, -0.42, -0.75, -0.22, 0.69, 1.25, 0.96, 1.09, 0.01, -0.11, -0.96, -1.00, -0.80, -0.27, 1.07, -0.79, -1.46, 0.47, -1.40, -0.47, 3.27, -0.54, -0.85, -0.69, 0.56, 1.77, -0.95, -0.94, -0.22, -0.42, 0.28, -0.37, 0.48, 1.65, 2.46, 0.45, -1.49, -0.20, -1.71, -0.41, 0.12, -0.52, -0.61, 0.15, 0.32, -1.11, 1.51, 0.78, 1.84, 0.96, 0.76, 0.09, 2.36, -0.50, 0.43, -1.52, -0.73, -1.35, 1.00, -0.97, -0.77, 0.86, -1.59, 0.42, 0.21, 0.36, 0.04, 0.35, -0.37, 0.23, 0.30, -0.07, 0.31, -1.14, 0.32, -0.77, 0.18, -0.73, 0.64, -0.47, 0.54, 0.32, -0.30, 0.18, 0.27, 0.43, 0.11, -0.34, 0.18, 0.28, -0.80, 0.15, 0.33, 0.01, 0.57, 0.30, 0.36, 0.14, 0.26, -0.62, 0.30, 0.56, 0.56, -0.44, -0.68, 0.60, -1.17, -0.32, 0.39, -0.25, 0.33, 0.40, -0.03, 0.42, -0.57, 0.20, 0.29, -0.50, -0.23, 0.73, -0.48, 0.15, -0.45, 0.28, -0.78, -0.43, 0.09, 0.47, -0.91, 0.42, 0.20, 0.23, -0.88, 0.39, 0.13, -1.72, 0.24, 0.19, 0.75, 0.36, 0.49, 0.29, -0.29, -0.46, -0.78, 0.20, 0.24, 0.45, 0.36, 0.21, 0.28, -0.17, 0.28, 0.40, 0.36, 0.26, -0.79, 0.38, 0.21, 0.27, -0.59, -0.67, -0.61, 0.40, -0.25, -0.43, 0.53, -1.65, 0.17, 0.43, 0.45, 0.54, 0.20, -0.37, 0.53, -0.46, 0.38, 0.44, -0.68, 0.24, 0.19, 0.16, 0.39, -0.01, -0.46, 0.18, 0.70, 0.41, 0.01, -1.90, 0.11, -0.71, 0.25, 0.30, 0.06, 0.38, -0.40, 0.14, 0.36, -0.82, 0.39, -0.21, 0.24, -0.63, 0.50, 0.20, -0.73, 0.14, 0.34, -0.09, 0.03, 0.19, 0.34, 0.29, 0.30, 0.32, -0.57, 0.00, 0.43, -0.39, 0.36, 0.25, -0.13, 0.38, -1.19, 0.12, 0.33, -0.05, 0.49, 0.34],
  "energy_ha": -4677.73764,
  "lumo_energy_ev": 0.576,
  "charge": 0,
  "fmax_ha_per_bohr": 0.062
}